A molecular structure, C49H43CdI2N7O3SSi. Source: the Open Molecules 2025 dataset; level of theory: ωB97M-V with the def2-TZVPD basis set.

Values from the calculation:
Frontier orbital gap = 0.1975 Ha
E_LUMO = 3.485 eV
Electronic energy = -3952.9869 a.u.
Total charge = -2

XYZ file:
```
107
Properties=species:S:1:pos:R:3:forces:R:3:lowdin_charge:R:1
Cd -0.087 0.174 0.666 -0.0110 -0.1999 0.2708 1.30
O 0.091 1.762 2.318 -0.0686 -0.0492 -0.0703 -0.18
C 0.410 2.987 2.190 -0.1239 0.0807 0.0208 -0.44
C 0.914 3.708 3.319 0.0349 -0.0175 0.0062 -0.06
C 1.325 5.019 3.246 -0.0178 0.0044 -0.0404 -0.14
C 1.241 5.728 2.044 0.0068 0.0212 0.0450 -0.15
C 0.699 5.081 0.947 0.0057 0.0419 -0.0109 -0.10
C 0.273 3.752 0.976 0.0344 -0.0643 0.0278 -0.18
C -0.427 3.258 -0.202 -0.0326 -0.0054 0.0467 -0.14
N -0.867 2.070 -0.361 0.0691 0.0821 -0.2266 -0.09
N -1.683 1.887 -1.462 -0.0261 0.0848 0.0036 0.04
C -2.329 0.738 -1.414 -0.0447 0.0324 -0.1462 -0.52
O -2.251 -0.189 -0.560 0.2590 0.2521 -0.7287 -0.20
C -3.326 0.564 -2.533 0.0108 -0.0399 0.0077 -0.15
C -4.316 -0.404 -2.403 0.0181 -0.0057 -0.0040 -0.04
C -5.252 -0.603 -3.409 0.0013 -0.0021 -0.0499 -0.11
C -5.196 0.156 -4.570 -0.0091 -0.0049 0.0318 -0.13
C -4.203 1.119 -4.709 -0.0027 -0.0226 -0.0115 -0.10
C -3.281 1.329 -3.695 0.0045 0.0154 -0.0419 -0.04
H 0.957 3.160 4.255 0.0116 -0.0072 -0.0029 0.10
H 1.715 5.508 4.134 0.0026 -0.0047 0.0078 0.09
H 1.562 6.761 1.980 0.0082 -0.0032 -0.0133 0.08
H 0.577 5.628 0.015 -0.0170 -0.0064 -0.0113 0.10
H -0.676 3.998 -0.970 -0.0307 -0.0014 0.0060 0.11
H -4.321 -1.006 -1.503 -0.0150 -0.0185 -0.0197 0.10
H -6.019 -1.361 -3.294 0.0009 -0.0002 0.0126 0.09
H -5.919 -0.002 -5.362 0.0093 -0.0127 -0.0071 0.08
H -4.143 1.700 -5.623 0.0021 0.0270 0.0154 0.09
H -2.505 2.075 -3.785 0.0102 -0.0034 0.0039 0.10
I -0.594 -6.891 3.840 0.0253 0.0989 0.0058 0.75
C -0.075 -4.875 3.551 0.0435 -0.1384 0.0666 -0.76
C 1.259 -4.522 3.416 -0.1271 0.0479 0.0569 -0.26
C 1.575 -3.196 3.199 0.1584 0.0854 0.0142 -0.62
I 3.586 -2.631 3.070 -0.0443 -0.0626 -0.0209 0.90
C 0.606 -2.158 3.066 -0.1641 -0.2870 0.0032 -0.50
O 0.870 -0.952 2.790 0.2175 0.2150 -0.0932 -0.21
C -0.746 -2.578 3.279 -0.1121 -0.1288 0.0051 -0.17
C -1.831 -1.540 3.250 -0.1111 0.0034 0.0518 -0.17
N -2.121 -1.042 1.899 0.1060 -0.0925 0.3713 -0.08
C -3.494 -0.588 1.752 -0.3524 0.0049 0.0913 -0.18
C -3.768 0.818 2.232 0.0084 -0.1489 0.0575 -0.25
C -4.790 1.073 3.145 0.0320 0.0082 0.0808 -0.04
C -5.077 2.385 3.484 -0.0105 -0.0250 0.0005 -0.10
C -4.325 3.399 2.915 -0.0332 0.0287 -0.0090 -0.08
C -3.313 3.045 2.032 0.0266 -0.0754 0.0344 -0.12
N -3.047 1.792 1.690 -0.0100 0.0887 0.0035 0.15
C -1.067 -3.905 3.496 0.0288 0.0527 0.0603 -0.15
H 2.041 -5.265 3.489 0.0078 -0.0062 -0.0395 0.07
H -1.550 -0.686 3.874 0.0545 0.0124 -0.0486 0.13
H -2.736 -1.992 3.690 0.0164 0.0438 -0.0159 0.11
H -1.967 -1.773 1.214 -0.1129 0.0467 0.0334 0.07
H -4.186 -1.262 2.284 0.0090 -0.0225 0.0162 0.11
H -3.734 -0.607 0.686 0.0360 -0.0200 0.2560 0.09
H -5.339 0.250 3.587 -0.0116 -0.0051 -0.0346 0.10
H -5.874 2.610 4.184 0.0073 0.0059 0.0085 0.09
H -4.519 4.439 3.145 0.0457 0.0113 0.0123 0.09
H -2.684 3.803 1.577 0.0461 0.0386 -0.0446 0.10
H -2.107 -4.184 3.629 -0.0070 0.0061 -0.0004 0.09
C -0.860 -1.671 -5.471 0.0073 0.0121 -0.0063 -0.12
C 0.460 -1.281 -5.311 0.0016 -0.0005 -0.0053 -0.11
C 1.013 -1.184 -4.038 -0.0500 -0.0380 0.0613 -0.10
C 0.273 -1.465 -2.886 0.0648 0.1003 0.0480 -0.27
C -1.055 -1.865 -3.081 -0.0043 0.0254 0.0314 -0.12
C -1.616 -1.967 -4.346 -0.0366 0.0074 0.0012 -0.10
Si 0.954 -1.481 -1.068 0.1173 -0.3292 -0.2777 0.71
C 2.856 -1.370 -1.294 -0.0317 0.1715 0.0469 -0.30
C 3.426 -0.259 -1.928 -0.0926 -0.0791 -0.0665 -0.16
C 4.799 -0.111 -2.059 -0.0049 -0.0255 0.0009 -0.11
C 5.655 -1.072 -1.539 -0.0041 -0.0169 0.0152 -0.12
C 5.120 -2.166 -0.874 0.0147 0.0241 0.0072 -0.11
C 3.743 -2.303 -0.752 -0.0274 -0.0357 -0.0217 -0.15
C 0.669 -3.368 -0.798 0.0022 0.0652 0.1329 -0.29
C 1.358 -4.334 -1.543 -0.0573 0.0044 -0.0341 -0.11
C 1.123 -5.690 -1.373 0.0354 -0.0055 -0.0019 -0.10
C 0.176 -6.127 -0.452 0.0011 0.0291 0.0029 -0.11
C -0.539 -5.191 0.278 -0.0418 -0.0318 -0.0261 -0.11
C -0.289 -3.836 0.098 0.0164 0.0485 -0.0489 -0.10
H -1.300 -1.738 -6.460 0.0028 -0.0047 -0.0006 0.09
H 1.068 -1.053 -6.180 0.0097 0.0044 0.0097 0.09
H 2.053 -0.902 -3.953 0.1094 0.0548 0.0324 0.08
H -1.668 -2.092 -2.217 -0.0314 0.0168 0.0315 0.09
H -2.653 -2.264 -4.454 -0.0292 0.0122 0.0303 0.09
H 2.781 0.532 -2.294 0.0323 -0.0311 -0.0063 0.09
H 5.205 0.770 -2.545 -0.0217 0.0163 -0.0124 0.09
H 6.730 -0.960 -1.635 0.0068 0.0038 0.0064 0.08
H 5.774 -2.909 -0.432 -0.0024 -0.0049 0.0050 0.09
H 3.353 -3.154 -0.210 -0.0063 -0.0459 0.0122 0.07
H 2.086 -4.013 -2.280 0.0400 0.0031 0.0023 0.10
H 1.683 -6.411 -1.958 -0.0061 -0.0022 -0.0044 0.09
H 0.003 -7.186 -0.302 -0.0105 0.0006 -0.0053 0.09
H -1.277 -5.516 1.002 -0.0081 0.0060 -0.0317 0.07
H -0.851 -3.116 0.680 0.1074 -0.1199 0.0158 0.06
C 4.155 5.532 -0.544 0.0410 -0.0475 -0.0211 -0.11
C 4.538 4.092 -0.885 -0.0356 -0.0070 0.0445 -0.25
C 3.925 3.083 0.033 0.0116 0.0251 0.1042 -0.63
N 3.083 2.191 -0.346 -0.0101 0.2027 0.0528 0.02
N 2.633 1.385 0.662 -0.1208 -0.0748 -0.3540 0.01
C 3.154 1.670 1.811 0.1682 0.0219 0.2872 -0.71
N 2.927 0.972 2.947 0.2248 0.0635 -0.0805 0.10
S 4.281 3.006 1.741 -0.0731 -0.0030 -0.0786 1.05
H 4.587 6.228 -1.266 0.0150 0.0002 0.0050 0.06
H 4.505 5.807 0.452 -0.0219 0.0106 0.0116 0.06
H 3.072 5.644 -0.553 -0.0470 0.0215 0.0257 0.06
H 5.626 3.982 -0.866 0.0151 -0.0017 -0.0470 0.10
H 4.192 3.834 -1.887 0.0228 -0.0155 -0.0131 0.11
H 2.187 0.264 2.876 -0.1054 -0.0363 0.0720 0.02
H 2.925 1.503 3.800 -0.0510 0.0460 0.0028 0.08
```
Forces are in eV/Å.

---

A molecular structure, C49H43Cl4N8O5RbS. Source: the Open Molecules 2025 dataset; level of theory: ωB97M-V with the def2-TZVPD basis set.

Values from the calculation:
Frontier orbital gap = 0.1924 Ha
E_LUMO = 3.386 eV
Electronic energy = -4970.5125 a.u.
Total charge = -2

XYZ file:
```
111
Properties=species:S:1:pos:R:3:forces:R:3:lowdin_charge:R:1
Rb 1.058 1.210 0.278 0.2066 -0.0413 0.0187 0.77
Cl 2.445 8.317 -2.805 -0.0030 -0.0058 0.0145 0.58
C 2.022 7.109 -1.610 -0.0053 0.0195 0.0030 -0.70
C 1.825 5.804 -2.019 0.0004 -0.0393 -0.0212 -0.06
C 1.496 4.779 -1.125 0.0224 0.0827 -0.1238 -0.22
N 1.457 3.450 -1.548 -0.1718 -0.1035 -0.0149 0.04
C 1.092 3.136 -2.778 0.0711 0.0202 0.0975 -0.54
O 0.607 3.818 -3.711 0.0062 -0.0280 0.0234 -0.04
C 1.378 1.675 -3.095 0.0225 0.0636 -0.0094 -0.23
C 2.526 1.361 -3.822 -0.0553 0.0539 0.0073 -0.01
C 2.836 0.035 -4.052 -0.0065 -0.0775 -0.0094 -0.07
C 1.989 -0.950 -3.562 0.0274 0.0078 -0.0252 -0.07
C 0.855 -0.545 -2.884 -0.0195 0.0415 -0.0424 -0.17
N 0.538 0.733 -2.656 0.0375 -0.0531 0.0307 0.07
C 1.315 5.110 0.253 -0.0201 0.0362 0.0904 -0.21
C 1.523 6.446 0.633 -0.0342 -0.0340 0.0326 -0.06
C 1.877 7.429 -0.275 0.0080 0.0111 -0.0157 -0.70
Cl 2.118 9.066 0.303 -0.0034 -0.0149 -0.0070 0.58
N 0.985 4.096 1.156 -0.0096 -0.0304 0.0125 0.06
C 0.521 4.393 2.360 0.0383 -0.0261 -0.0840 -0.53
O 0.245 5.490 2.897 -0.0160 -0.0134 0.0225 -0.05
C 0.180 3.176 3.222 -0.0227 0.0127 0.0580 -0.21
C -0.889 3.300 4.116 -0.0047 -0.0050 -0.0003 -0.02
C -1.258 2.217 4.884 0.0109 -0.0342 0.0007 -0.08
C -0.532 1.035 4.775 -0.0302 0.0147 0.0219 -0.09
C 0.527 1.009 3.888 0.0125 0.0859 -0.0184 -0.17
N 0.878 2.046 3.123 0.0123 -0.1154 -0.0483 0.06
H 1.921 5.558 -3.066 0.0057 0.0137 -0.0003 0.10
H 3.162 2.166 -4.167 0.0077 -0.0038 -0.0009 0.12
H 3.741 -0.236 -4.583 0.0013 0.0103 -0.0015 0.10
H 2.226 -2.002 -3.638 -0.0214 -0.0020 0.0017 0.10
H 0.183 -1.288 -2.467 0.0147 0.0016 -0.0006 0.11
H 1.387 6.709 1.669 0.0057 0.0178 -0.0069 0.08
H -1.408 4.247 4.161 0.0098 0.0077 -0.0148 0.11
H -2.107 2.282 5.556 0.0029 0.0049 0.0018 0.10
H -0.788 0.154 5.350 0.0084 -0.0031 -0.0068 0.09
H 1.113 0.104 3.761 0.0057 -0.0147 -0.0051 0.09
C -3.684 5.110 1.499 0.0018 -0.0283 -0.0117 -0.07
C -2.482 4.602 1.018 0.0539 0.0487 -0.0100 -0.04
C -2.239 3.243 1.067 -0.1434 0.0008 0.0288 -0.04
C -3.200 2.396 1.609 0.1206 -0.0103 -0.0224 -0.26
C -4.402 2.894 2.086 -0.0361 0.0809 -0.0011 -0.04
C -4.645 4.259 2.029 -0.0021 -0.0312 0.0082 -0.09
N -3.016 0.992 1.746 -0.0742 -0.0877 0.0489 0.11
N -1.908 0.572 1.391 -0.0236 0.0746 -0.0245 0.08
C -1.743 -0.843 1.530 -0.0295 0.0530 0.0789 -0.33
C -2.810 -1.730 1.615 0.0548 -0.0986 0.0105 -0.03
C -2.509 -3.079 1.687 -0.0291 0.0202 -0.0073 -0.07
C -1.180 -3.481 1.670 0.0289 0.0114 0.0063 -0.05
C -0.193 -2.510 1.585 -0.0689 -0.0053 0.0349 -0.10
N -0.470 -1.210 1.522 -0.0314 -0.0212 -0.1235 0.11
H -3.866 6.177 1.466 0.0022 0.0036 -0.0014 0.10
H -1.718 5.263 0.629 0.0001 -0.0069 0.0018 0.12
H -1.300 2.849 0.716 0.0439 0.0766 -0.0725 0.07
H -5.129 2.204 2.495 0.0050 -0.0073 -0.0013 0.10
H -5.581 4.659 2.400 -0.0005 0.0003 -0.0009 0.09
H -3.822 -1.355 1.607 -0.0070 -0.0054 0.0031 0.10
H -3.306 -3.811 1.743 0.0109 -0.0047 0.0004 0.10
H -0.901 -4.526 1.707 -0.0144 0.0004 -0.0024 0.10
H 0.855 -2.776 1.550 -0.0013 0.0087 -0.0088 0.09
C -2.137 2.112 -6.227 -0.0464 -0.0012 -0.0096 -0.11
C -1.847 1.834 -4.756 0.0884 -0.0070 0.0173 -0.30
C -3.111 1.935 -3.918 -0.0311 0.0943 -0.0093 -0.35
S -2.844 1.803 -2.128 0.0683 -0.0754 0.0045 0.93
O -4.194 2.012 -1.507 -0.0336 -0.0358 -0.0346 -0.54
C -2.505 0.002 -2.030 -0.0272 -0.0341 -0.0029 -0.34
C -3.732 -0.813 -1.647 0.0108 0.0799 -0.0170 -0.29
C -4.785 -0.914 -2.744 -0.0154 -0.0321 -0.0017 -0.11
H -1.224 2.039 -6.818 0.0062 -0.0022 -0.0002 0.07
H -2.539 3.119 -6.362 -0.0004 -0.0035 0.0029 0.07
H -2.865 1.402 -6.634 0.0057 0.0110 -0.0070 0.07
H -1.098 2.542 -4.393 -0.0097 0.0014 0.0015 0.08
H -1.404 0.840 -4.657 -0.0100 0.0079 0.0136 0.09
H -3.869 1.203 -4.207 0.0043 0.0064 0.0274 0.08
H -3.551 2.933 -4.008 -0.0018 -0.0184 -0.0233 0.09
H -1.714 -0.099 -1.287 -0.0139 0.0041 0.0318 0.05
H -2.080 -0.314 -2.983 0.0022 0.0221 -0.0021 0.07
H -4.184 -0.365 -0.759 -0.0010 -0.0081 0.0055 0.09
H -3.386 -1.812 -1.367 0.0153 -0.0157 0.0102 0.10
H -5.237 0.060 -2.927 -0.0080 0.0011 0.0103 0.06
H -5.582 -1.603 -2.455 0.0039 -0.0019 0.0000 0.07
H -4.350 -1.280 -3.679 -0.0005 0.0028 0.0072 0.07
Cl 5.229 -6.658 2.632 0.0084 0.0059 0.0335 0.72
C 4.036 -7.379 1.601 -0.0874 0.0481 -0.0889 -0.59
C 3.931 -8.759 1.587 0.0210 0.0325 0.0229 -0.13
C 3.052 -9.375 0.713 -0.0110 -0.0550 -0.0014 -0.11
C 2.280 -8.604 -0.140 0.0007 -0.0166 -0.0017 -0.13
C 2.372 -7.224 -0.097 0.0360 0.0297 0.0366 -0.58
Cl 1.370 -6.286 -1.150 -0.0249 0.0147 -0.0011 0.74
C 3.245 -6.554 0.779 0.0332 -0.0930 0.0376 -0.31
N 3.355 -5.177 0.787 0.0300 -0.0063 0.0159 0.08
C 3.080 -4.398 1.925 0.0070 -0.0085 -0.0522 -0.23
C 2.433 -4.925 3.039 0.0109 0.0078 0.0546 -0.06
C 2.140 -4.120 4.132 -0.0063 -0.0114 -0.0014 -0.10
C 2.479 -2.778 4.117 0.0045 0.0260 -0.0153 -0.10
C 3.114 -2.250 2.998 -0.0112 -0.0411 0.0179 -0.04
C 3.427 -3.035 1.897 0.0305 0.0342 0.0328 -0.17
C 4.031 -2.432 0.660 -0.0531 -0.0610 -0.0465 -0.05
C 2.921 -2.385 -0.433 -0.0487 0.1264 0.1956 -0.67
O 2.904 -3.348 -1.243 -0.0540 0.0021 -0.0233 -0.08
O 2.111 -1.446 -0.332 0.1510 -0.0083 -0.0879 -0.11
H 4.562 -9.338 2.246 0.0008 0.0037 -0.0002 0.10
H 2.972 -10.454 0.691 0.0062 0.0046 0.0026 0.10
H 1.589 -9.062 -0.834 -0.0043 0.0166 -0.0056 0.10
H 3.195 -4.679 -0.108 -0.0154 0.0261 -0.0342 0.08
H 2.144 -5.970 3.047 0.0030 -0.0007 -0.0061 0.11
H 1.629 -4.546 4.987 0.0036 -0.0056 -0.0007 0.09
H 2.241 -2.140 4.959 0.0030 0.0009 -0.0025 0.09
H 3.364 -1.196 2.967 -0.0006 0.0058 -0.0095 0.12
H 4.871 -3.038 0.312 -0.0126 -0.0016 -0.0219 0.12
H 4.368 -1.418 0.870 -0.0017 -0.0040 0.0115 0.11
```
Forces are in eV/Å.

---

Number 2 is which compound?
C49H43Cl4N8O5RbS